This record from the Open Molecules 2025 dataset describes 2 unconnected molecules or ions with the total composition H4O2. The level of theory is the ωB97M-V functional and the def2-TZVPD basis.

Cartesian coordinates (Å):
O: -0.79449 1.00922 0.71403
H: -0.32324 0.38512 0.11681
H: -0.34689 1.87398 0.57222
O: 0.25853 -0.86663 -0.70961
H: 0.10926 -1.79737 -0.42734
H: 1.09684 -0.60434 -0.26610

Energy above the lowest of the compared OMol25 structures with the same formula, charge and spin, kJ/mol: 26.1
E, eV: -4159.668
Lowest unoccupied orbital energy, eV: 0.63
F_max, eV/Å: 1.7
Frontier orbital gap, eV: 11.35
Highest occupied orbital energy, eV: -10.7

Atom charges from the natural (NBO) analysis, given in e for atoms 1 to 4: O -0.97; H 0.47; H 0.46; O -0.93